Entry 1:
61
Properties=species:S:1:pos:R:3:nbo_charge:R:1 method="wB97M-V/def2-TZVPD" smiles="CO[C@@H](COCCC(=O)O)C[C@H](C)Cl.ClCCl.ClCCl.ClCCl.ClCCl.ClCCl.ClCCl" molar_mass_g_mol=734.28 total_energy_ev=-187005.9807
Cl -2.4010 -6.3302 -0.0479 -0.02
Cl 0.3700 -6.4072 0.8808 -0.03
Cl -1.5049 7.3375 2.6697 -0.04
Cl -1.2908 0.8059 -1.6784 -0.01
Cl 0.2139 3.9334 3.8845 -0.01
Cl -2.8367 2.2857 3.8474 -0.02
Cl -4.3106 7.5217 1.8622 -0.02
Cl -1.9047 2.6236 6.5985 -0.02
Cl 0.3690 4.5829 1.0473 -0.05
Cl -4.9707 5.1467 -5.6626 -0.03
Cl -2.5131 3.4532 -1.4629 -0.03
Cl -6.4837 3.5285 -3.7553 -0.02
Cl 5.2567 -1.5444 1.5992 -0.08
O 1.5832 -0.8041 -2.2368 -0.54
O 2.4582 0.0241 0.6240 -0.55
O -1.4696 -4.4690 -2.4064 -0.68
O -0.6806 -3.6186 -4.2458 -0.55
C 0.3925 -2.9372 -2.2545 -0.58
C 2.1801 -1.2575 0.0739 0.08
C 1.3088 0.8631 0.6717 -0.26
C 2.6565 -1.2607 -1.3978 -0.11
C 4.2319 -2.7322 0.6878 -0.17
C 2.7576 -2.3834 0.9413 -0.43
C -2.8702 6.5000 1.9198 -0.39
C 1.0949 4.8231 2.6428 -0.40
C -3.3022 2.6356 5.5162 -0.40
C 4.5150 -4.1189 1.3327 -0.63
C 1.0682 -1.8451 -3.0708 -0.06
C -0.6238 -3.6915 -3.1067 0.80
C -4.9030 3.8281 -4.4864 -0.40
C -1.0634 2.5402 -1.9073 -0.39
C -0.9385 -7.3079 0.0997 -0.39
H 3.4188 -0.4877 -1.4701 0.22
H 1.0844 -3.6968 -1.8863 0.23
H 0.7065 0.5541 1.5328 0.17
H -1.4079 -4.1708 -1.4872 0.48
H -0.8366 2.7286 -2.9505 0.23
H -0.2398 2.8692 -1.2813 0.23
H 4.8008 -4.8672 0.5930 0.21
H 0.6777 0.7953 -0.2225 0.18
H 2.1207 4.4721 2.6154 0.22
H 3.6422 -4.4782 1.8705 0.21
H -3.7619 3.6169 5.5515 0.22
H -4.0062 1.8807 5.8473 0.22
H 0.3831 -1.3606 -3.7572 0.21
H -1.1631 -8.1857 0.6947 0.23
H 1.6185 1.8973 0.7787 0.19
H 2.6957 -2.0393 1.9705 0.24
H 3.0208 -2.2277 -1.7474 0.16
H -2.5945 6.2248 0.9077 0.23
H 2.1606 -3.2803 0.7733 0.21
H 5.3309 -4.0356 2.0421 0.23
H -0.1359 -2.4862 -1.4141 0.22
H 4.5035 -2.7666 -0.3592 0.21
H 1.0665 5.8802 2.8813 0.23
H -4.2015 4.0940 -3.7036 0.23
H 1.9153 -2.2208 -3.6494 0.18
H -3.0932 5.6114 2.5005 0.22
H 1.0950 -1.3731 0.0737 0.18
H -4.5745 2.9262 -4.9907 0.22
H -0.6148 -7.5998 -0.8932 0.23

---

Entry 2:
52
Properties=species:S:1:pos:R:3:nbo_charge:R:1 method="wB97M-V/def2-TZVPD" molar_mass_g_mol=356.46 total_energy_ev=-41860.6883
S -1.2687 -0.4544 -2.0239 1.74
F 2.8140 -0.7094 0.9735 -0.37
O 2.3690 3.8894 1.2716 -0.73
O 4.2595 -0.2707 -3.4002 -0.72
O -5.6052 0.0921 1.7682 -0.73
O -2.4820 0.0206 -0.9441 -0.71
O -0.7834 0.8179 -2.6181 -0.92
O -0.1551 -1.1542 -1.0285 -0.72
C 1.3162 2.2200 -0.1794 -0.44
C 2.1216 -1.3192 -2.6283 -0.42
C 3.0727 -0.9447 -3.8312 -0.06
C -4.1988 -1.7635 1.0732 -0.65
C -3.2519 0.6748 1.2240 -0.43
C 2.0001 -0.0704 -1.6774 -0.45
C 1.0758 3.4402 0.7839 -0.07
C 0.9243 -0.3453 -0.5507 0.25
C -4.4783 -0.2367 0.9171 0.10
C 0.7681 -1.8773 1.5808 -0.45
C 1.6919 -1.3133 0.4437 0.21
C -0.9454 1.3028 0.4482 -0.45
C -2.0020 0.1541 0.4032 0.08
C 0.5675 0.9167 0.3112 -0.24
C 1.7202 -2.1910 2.8155 -0.60
H -4.8204 -0.0167 -0.1179 0.17
H -3.4816 1.6748 0.7926 0.21
H 0.6569 4.3045 0.2356 0.19
H 0.4853 3.1771 1.6796 0.16
H 0.0624 -1.1112 1.9566 0.20
H 0.2883 -2.8306 1.3047 0.22
H 2.9926 0.1589 -1.2573 0.25
H 0.9997 2.4378 -1.2211 0.22
H 1.1566 -2.7776 3.5650 0.21
H -3.0113 0.7496 2.3003 0.22
H 2.4151 2.0611 -0.1615 0.24
H -3.8973 -2.2615 0.1361 0.22
H -1.7106 -0.7906 0.8935 0.20
H 3.3173 -1.8579 -4.4145 0.18
H 1.1482 -1.5584 -3.1058 0.20
H -5.1552 -2.2286 1.3942 0.24
H -1.0893 1.8307 1.4157 0.22
H 1.9375 -1.2084 3.2842 0.21
H -6.0649 0.7648 1.2667 0.47
H 0.9481 0.7744 1.3498 0.21
H -1.1911 2.0133 -0.3685 0.24
H 2.3891 3.6532 2.1967 0.46
H -3.4554 -1.8853 1.8891 0.20
H 2.6502 -2.6930 2.4933 0.21
H 4.0571 0.6537 -3.5370 0.47
H 2.4909 -0.2840 -4.5143 0.16
H 2.5898 -2.1904 -2.1365 0.20
H 1.7123 0.7670 -2.3398 0.22
H 2.0496 -2.2058 -0.1116 0.17

---

Entry 3:
50
Properties=species:S:1:pos:R:3:nbo_charge:R:1 method="wB97M-V/def2-TZVPD" smiles="CCP(CC)[PH2](CCCI)c1ccncc1.CN(C)C=O" molar_mass_g_mol=442.26 total_energy_ev=-47728.6359
I -2.6592 1.1162 -4.7857 0.04
P 0.5753 1.9981 -0.7033 0.34
P 1.5215 -0.0529 -0.9456 0.83
O -2.0571 0.3709 4.6238 -0.63
N -3.8879 -0.8392 4.0300 -0.43
N 3.7424 -4.2296 -1.0174 -0.41
C 1.9551 3.2420 -0.8264 -0.69
C 2.0650 -2.7593 -0.1080 -0.28
C 1.0641 -0.1576 -2.7398 -0.72
C -0.6459 1.2464 -3.9963 -0.47
C -4.6268 -2.0824 4.1290 -0.40
C -4.4240 0.2391 3.2150 -0.42
C 2.8468 3.0372 -2.0647 -0.61
C 3.4738 -2.0192 -1.7906 -0.28
C -0.4419 0.0854 -3.0367 -0.44
C 2.7560 -3.9453 -0.1894 0.04
C 4.1057 -3.2271 -1.8248 0.03
C -0.9104 1.0574 1.5457 -0.62
C -2.7183 -0.6482 4.6703 0.53
C 2.4207 -1.7358 -0.9547 -0.31
C -0.0597 2.2231 1.0227 -0.69
H -5.3663 -0.0692 2.7693 0.20
H 3.8530 3.3851 -1.8337 0.22
H -0.5638 2.2118 -3.5066 0.24
H 3.8262 -1.2389 -2.4644 0.20
H 2.5733 3.0947 0.0675 0.20
H 2.7705 0.5337 -0.5211 -0.05
H -1.6054 0.6903 0.7874 0.20
H -5.6163 -1.8926 4.5497 0.20
H 2.9275 1.9873 -2.3382 0.19
H 1.6356 0.5423 -3.3506 0.25
H -2.4011 -1.5247 5.2609 0.11
H -4.7407 -2.5254 3.1375 0.20
H -0.7157 3.0961 0.9853 0.22
H 2.4921 3.6057 -2.9228 0.21
H -0.8229 -0.7947 -3.5576 0.22
H 1.2535 -2.6278 0.5972 0.21
H -4.5842 1.1238 3.8324 0.22
H -1.4462 1.3812 2.4327 0.24
H 4.9158 -3.4195 -2.5166 0.19
H 2.4489 -4.7426 0.4869 0.18
H 0.0250 1.1782 -4.8470 0.21
H 1.3197 -1.1469 -3.1103 0.25
H 0.5878 -0.6301 -0.0301 -0.04
H 1.5660 4.2566 -0.7951 0.23
H -4.0994 -2.7849 4.7708 0.21
H 0.7137 2.4888 1.7490 0.21
H -3.7149 0.4952 2.4279 0.22
H -1.0520 0.1899 -2.1434 0.23
H -0.2747 0.2174 1.8295 0.20

---

Entry 4:
51
Properties=species:S:1:pos:R:3:nbo_charge:R:1 method="wB97M-V/def2-TZVPD" total_charge=+2 molar_mass_g_mol=545.32 s_squared=8.7952 de_lowest_kj_mol=0.0 total_energy_ev=-50849.5477 multiplicity=6
I 1.0208 3.1905 -0.6544 -0.24
Ru 0.6688 -0.4824 -0.0826 0.17
P 2.4556 0.2680 1.2760 1.07
P -0.3969 0.0101 -2.0783 1.09
O 2.9794 -0.7816 -1.6683 -0.50
O 0.3558 -3.4391 0.3372 -0.41
N -2.7971 0.3012 1.7230 -0.32
C -1.5498 -1.3862 -2.0991 -0.96
C 2.5484 -1.1541 2.4119 -0.95
C 0.4961 -2.2972 0.1201 0.48
C 4.2529 0.4032 0.8497 -0.92
C -4.5585 1.2930 0.3341 -0.69
C -1.5006 -1.2751 3.1804 -0.69
C -3.3600 -1.9418 1.6048 -0.07
C -1.4715 1.4766 -2.4402 -0.94
C -3.8417 0.1549 0.8812 0.30
C 2.3954 1.7078 2.3972 -0.95
C 2.4631 0.3143 -1.4584 0.49
C 0.4347 -0.0719 -3.7223 -0.94
C 3.0528 1.5216 -2.1314 -0.81
C -4.2633 -1.2754 0.7846 -0.07
C -2.4825 -0.9328 2.1642 0.27
H -3.8971 2.1596 0.4126 0.27
H -2.1915 -1.2749 -1.2136 0.22
H 2.6743 -2.0814 1.8389 0.26
H 2.2951 2.1327 -2.6329 0.28
H -1.8030 1.4367 -3.4920 0.26
H -4.7926 1.0806 -0.7059 0.26
H -0.9676 -2.3180 -2.0323 0.26
H 0.9303 0.8771 -3.9622 0.26
H 4.8447 0.2885 1.7694 0.27
H -3.3961 -2.9815 1.8997 0.26
H 3.6342 2.1899 -1.4681 0.29
H 1.5030 1.6131 3.0166 0.25
H 4.4454 1.3967 0.4259 0.25
H -0.3627 -0.2535 -4.4534 0.26
H -2.3227 1.4855 -1.7452 0.23
H -0.8398 -2.0704 2.7864 0.26
H 3.2846 1.8106 3.0311 0.27
H -2.1580 -1.3586 -3.0138 0.26
H -5.4570 1.4319 0.9548 0.29
H 3.3848 -1.0258 3.1080 0.27
H 2.3022 2.6031 1.7687 0.27
H 4.5190 -0.3810 0.1289 0.26
H -0.8641 2.3934 -2.2823 0.28
H -2.1605 -1.6761 3.9822 0.28
H 3.7483 1.1071 -2.8946 0.26
H 1.1637 -0.8889 -3.7544 0.26
H -5.1412 -1.6713 0.2577 0.27
H 1.6017 -1.1704 2.9614 0.23
H -0.8792 -0.4586 3.5790 0.26

---

Entry 5:
51
Properties=species:S:1:pos:R:3:nbo_charge:R:1 method="wB97M-V/def2-TZVPD" smiles="CCCCOC(=O)NCOc1ccccc1.CO.CO.CO" molar_mass_g_mol=319.40 de_lowest_kj_mol=1287.1 total_energy_ev=-29786.4206
O -0.7348 -3.3707 -0.3354 -0.73
O 1.3309 5.3958 -0.4512 -0.64
O -3.1878 -5.2135 2.1340 -0.73
O -3.7132 -1.4044 -3.7344 -0.73
O -0.4137 2.9609 2.5750 -0.55
O 3.3938 4.6599 0.6358 -0.53
N 1.0605 4.7944 1.8944 -0.67
C -2.1712 0.3662 -1.0795 -0.24
C -4.1274 -5.7620 1.2282 -0.25
C -0.8769 -3.9395 0.9532 -0.24
C -1.1821 2.8445 -0.0956 -0.29
C 4.4806 1.2090 -0.9194 -0.42
C 3.4355 2.2839 -0.2567 -0.45
C 5.0313 0.1870 0.2507 -0.63
C -0.9179 2.2151 1.4110 0.26
C -3.2294 -2.7288 -3.6071 -0.25
C -1.2547 0.5981 1.6730 -0.27
C -1.7983 1.9617 -1.3581 -0.22
C 0.9886 3.3756 2.4107 0.08
C -1.8762 -0.2975 0.4130 -0.22
C 3.7905 3.8610 -0.5332 -0.08
C 1.9487 4.9309 0.6706 0.89
H -4.0430 -3.3861 -3.2911 0.16
H -2.4367 -2.7467 -2.8556 0.20
H 5.0236 0.6367 1.3322 0.21
H -3.6033 -6.0884 0.3269 0.18
H -4.8656 -5.0013 0.9623 0.17
H -1.9565 2.4834 -2.4094 0.25
H -4.4147 -1.4198 -4.4075 0.47
H -1.7818 -3.5425 1.4190 0.19
H -2.6440 -0.2937 -1.9397 0.26
H 3.3939 4.2506 -1.5630 0.22
H -2.8269 -3.0644 -4.5661 0.16
H -0.9302 3.9812 -0.2911 0.25
H 1.5128 2.5715 1.7420 0.20
H 3.8402 0.5355 -1.6657 0.22
H 5.3180 1.8009 -1.4840 0.21
H -0.0101 -3.6783 1.5654 0.16
H -3.6817 -4.9329 2.9231 0.47
H -2.1221 -1.4376 0.5822 0.24
H 0.0902 5.0649 1.5983 0.42
H 4.3054 -0.7532 0.2753 0.22
H 3.4934 2.1354 0.9265 0.20
H -4.6224 -6.6197 1.6900 0.16
H 1.4875 3.3079 3.4858 0.19
H 6.1541 -0.1094 0.0208 0.22
H -1.0582 0.1007 2.7370 0.24
H 0.0760 -3.7413 -0.7236 0.46
H 2.3058 2.1141 -0.5364 0.23
H 4.9805 3.9304 -0.5988 0.19
H -0.9608 -5.0254 0.8660 0.17